Entry 1:
Here is a molecular structure, C7H17N3O2 from the Open Molecules 2025 dataset. Energies are from ωB97M-V/def2-TZVPD.

Output
- net charge = 0
- multiplicity = 1
- frontier orbital gap (alpha / beta) (eV) = 7.80 / 7.77
- HOMO (alpha / beta) (eV) = -7.836 / -7.764
- electronic energy (hartree) = -591.3947

Each line ends with the Mulliken charge.
Atoms and positions in Å:
C 3.527 0.586 0.886  -1.404
C 1.486 0.976 -2.272  -1.008
C -2.915 -0.506 -0.702  -1.236
C -3.459 -0.652 1.793  -1.492
C 2.004 0.704 0.820  -0.160
C 1.826 -0.326 -1.463  -0.581
C -2.381 -0.725 0.736  0.579
N 1.382 -0.150 -0.065  0.291
N -1.316 0.268 0.750  0.320
N 0.193 -0.747 0.253  0.123
O -0.998 1.079 1.604  -0.573
O -0.132 -1.663 -0.575  -0.647
H 3.939 0.954 1.890  0.347
H 3.853 -0.453 0.864  0.386
H 3.930 1.157 0.111  0.331
H 1.656 0.818 -3.363  0.360
H 0.385 1.129 -2.153  0.232
H 1.821 1.930 -1.822  0.291
H -2.722 0.557 -1.091  0.252
H -2.382 -1.116 -1.300  0.394
H -3.962 -0.791 -0.741  0.363
H -3.719 0.340 2.096  0.363
H -3.315 -1.422 2.620  0.314
H -4.345 -1.009 1.431  0.480
H 1.667 0.405 1.865  0.372
H 1.724 1.812 0.574  0.256
H 1.204 -1.044 -1.965  0.360
H 2.878 -0.482 -1.625  0.328
H -1.829 -1.630 0.841  0.359

***

Entry 2:
Here is 2 unconnected molecules or ions with the total composition C7H17NO from the Open Molecules 2025 dataset. Energies are from ωB97M-V/def2-TZVPD.

Output
- net charge = 0
- multiplicity = 1
- frontier orbital gap (eV) = 9.79
- HOMO (eV) = -9.094
- structure (SMILES) = CCN(C)C(C)=O.CC
- electronic energy (hartree) = -406.8816

Each line ends with the Mulliken charge.
Atoms and positions in Å:
C -2.578 -1.359 -0.872  -1.315
C -1.247 -0.702 -1.192  0.052
N -1.386 0.726 -1.548  0.043
C -2.676 1.405 -1.619  -1.158
C -0.373 1.593 -1.157  0.848
C 0.950 0.879 -1.035  -1.290
O -0.540 2.778 -1.039  -0.608
H -2.978 -2.024 -1.616  0.293
H -3.374 -0.714 -0.496  0.388
H -2.508 -1.894 0.080  0.380
H -0.527 -0.752 -0.383  0.098
H -0.840 -1.278 -2.029  0.178
H -3.381 0.843 -2.224  0.408
H -3.192 1.636 -0.680  0.344
H -2.460 2.393 -2.011  0.372
H 1.157 0.233 -1.887  0.376
H 1.768 1.558 -0.922  0.367
H 1.049 0.255 -0.161  0.218
C 2.429 -0.368 3.110  -0.768
C 3.355 -1.020 2.093  -0.821
H 2.270 -1.016 3.974  0.285
H 2.877 0.553 3.484  0.268
H 1.441 -0.189 2.684  0.219
H 2.902 -1.953 1.789  0.262
H 4.365 -1.133 2.488  0.328
H 3.499 -0.450 1.171  0.234

***

Entry 3:
Here is 2 unconnected molecules or ions with the total composition C7H17NO from the Open Molecules 2025 dataset. Energies are from ωB97M-V/def2-TZVPD.

Output
- net charge = +1
- multiplicity = 2
- <S²> = 0.778
- frontier orbital gap (alpha / beta) (eV) = 10.46 / 5.89
- HOMO (alpha / beta) (eV) = -14.198 / -14.195
- electronic energy (hartree) = -406.4356

Each line ends with the Löwdin spin population.
Atoms and positions in Å:
C -2.390 -0.013 2.678  0.001
C -2.892 0.348 1.272  0.000
H -2.948 -0.893 2.977  0.000
H -1.375 -0.237 2.827  0.001
H -2.484 0.964 3.283  0.000
H -3.583 -0.551 1.184  0.000
H -3.405 1.186 1.174  0.000
H -2.175 0.063 0.469  0.000
C 1.553 -0.761 0.003  0.047
C 0.143 -0.651 0.859  0.036
C 2.782 1.165 -0.728  0.067
C 0.201 -0.737 -2.703  -0.014
C 1.130 0.330 -2.365  -0.013
O 1.092 1.402 -3.012  0.295
N 1.672 0.287 -1.110  0.495
H 2.166 -0.212 0.737  0.001
H 1.673 -1.657 -0.594  0.021
H 0.195 0.395 1.210  0.001
H 0.035 -1.548 1.584  0.001
H 3.700 1.098 0.016  0.019
H -0.157 -0.400 -3.692  0.000
H -0.585 -0.765 -1.894  -0.005
H -0.758 -0.610 0.251  0.000
H 3.434 1.580 -1.480  0.003
H 2.390 2.020 -0.081  0.047
H 0.584 -1.803 -2.863  -0.004

***

Entry 4:
Here is a single C7H17NO4S molecule from the Open Molecules 2025 dataset. Energies are from ωB97M-V/def2-TZVPD.

Output
- net charge = 0
- multiplicity = 1
- frontier orbital gap (eV) = 10.49
- HOMO (eV) = -9.927
- structure (SMILES) = COC[C@@H](COS(N)(=O)=O)C(C)C
- electronic energy (hartree) = -1030.7988

Each line ends with the Mulliken charge.
Atoms and positions in Å:
C -1.948 2.948 0.545  -0.700
O -1.246 2.471 -0.577  -0.325
C -1.276 1.075 -0.738  -1.273
C -0.353 0.285 0.209  0.722
C -0.597 -1.209 -0.015  -1.302
O 0.077 -1.954 0.986  -0.232
S -0.134 -3.510 0.848  1.176
N 0.730 -3.817 -0.550  -0.532
O 0.510 -4.120 1.959  -0.608
O -1.499 -3.800 0.563  -0.614
C 1.150 0.615 0.075  0.581
C 1.628 0.679 -1.374  -1.586
C 1.496 1.922 0.785  -1.556
H -2.986 2.596 0.539  0.342
H -1.934 4.034 0.474  0.252
H -1.477 2.645 1.486  0.266
H -0.984 0.897 -1.775  0.374
H -2.307 0.709 -0.606  0.468
H -0.644 0.498 1.242  0.429
H -0.224 -1.533 -0.991  0.396
H -1.663 -1.454 0.043  0.568
H 0.287 -4.554 -1.072  0.260
H 1.681 -4.059 -0.322  0.266
H 1.678 -0.200 0.581  0.401
H 1.213 1.551 -1.873  0.346
H 2.712 0.761 -1.396  0.439
H 1.347 -0.215 -1.927  0.351
H 0.979 2.755 0.317  0.292
H 2.567 2.105 0.728  0.433
H 1.217 1.878 1.836  0.364

***

Entry 5:
Here is a single C7H17NOSi molecule from the Open Molecules 2025 dataset. Energies are from ωB97M-V/def2-TZVPD.

Output
- net charge = 0
- multiplicity = 1
- frontier orbital gap (eV) = 10.36
- HOMO (eV) = -9.317
- structure (SMILES) = CC/N=C/CC[Si@H](C)OC
- electronic energy (hartree) = -696.4177

Each line ends with the Mulliken charge.
Atoms and positions in Å:
C -2.792 0.803 -2.060  -0.985
C -1.684 0.020 -2.762  -0.532
N -0.597 -0.228 -1.850  -0.434
C 0.259 0.664 -1.627  -0.273
C 1.323 0.455 -0.604  -0.489
C 0.912 1.097 0.743  -0.879
Si 1.155 -0.086 2.233  0.321
C 2.911 -0.774 2.436  -1.063
O 0.261 -1.419 1.992  -0.254
C -0.989 -1.553 1.369  -0.417
H -3.678 0.840 -2.687  0.369
H -3.048 0.332 -1.113  0.249
H -2.457 1.820 -1.862  0.292
H -2.065 -0.951 -3.089  0.327
H -1.351 0.583 -3.646  0.361
H 0.245 1.641 -2.137  0.421
H 1.462 -0.619 -0.482  0.335
H 2.260 0.893 -0.946  0.385
H 1.434 2.044 0.878  0.480
H -0.149 1.348 0.710  0.351
H 0.718 0.648 3.430  -0.207
H 3.610 -0.300 1.757  0.337
H 3.282 -0.618 3.444  0.340
H 2.929 -1.842 2.248  0.310
H -1.298 -2.595 1.468  0.284
H -0.919 -1.291 0.309  0.113
H -1.733 -0.912 1.846  0.256

***

Entry 6:
Here is a single C7H17NOSi molecule from the Open Molecules 2025 dataset. Energies are from ωB97M-V/def2-TZVPD.

Output
- net charge = 0
- multiplicity = 1
- frontier orbital gap (eV) = 9.49
- HOMO (eV) = -8.615
- structure (SMILES) = CNO[Si](C)(C)C=C(C)C
- electronic energy (hartree) = -696.3260

Each line ends with the Mulliken charge.
Atoms and positions in Å:
C 1.804 -0.339 2.558  -0.872
N 1.011 0.484 1.666  -0.262
O 1.615 0.300 0.372  -0.342
Si 0.713 -0.668 -0.646  0.612
C -0.045 -2.171 0.296  -1.236
C 1.725 -1.478 -2.046  -1.077
C -1.159 0.047 -1.103  -0.796
C -1.684 1.137 -0.482  1.133
C -3.084 1.116 -0.053  -1.262
C -0.850 2.349 0.006  -1.402
H 1.241 -1.244 2.685  0.253
H 2.859 -0.538 2.233  0.280
H 1.883 0.223 3.498  0.388
H 1.210 1.477 1.850  0.278
H -0.786 -2.514 -0.323  0.502
H 0.722 -2.854 0.779  0.287
H -0.646 -1.771 1.146  0.289
H 2.509 -0.816 -2.546  0.300
H 2.315 -2.347 -1.715  0.340
H 1.091 -1.964 -2.856  0.318
H -1.929 -0.642 -1.435  0.268
H -3.256 0.780 0.957  0.259
H -3.610 2.143 -0.243  0.298
H -3.672 0.327 -0.676  0.341
H 0.175 2.157 -0.065  0.397
H -1.091 2.627 1.080  0.268
H -1.208 3.265 -0.428  0.439